The following is a quantum chemistry calculation of a structure of composition C36H37F3P2Sn, from the OMol25 dataset.

ORCA input file:
```
! wB97M-V def2-TZVPD RIJCOSX def2/J DEFGRID3
* xyz 2 1
Sn 0.59 1.23 2.24
C -1.29 -4.65 4.97
C -0.94 -4.37 3.70
C -1.86 -4.35 2.49
C -2.51 -3.00 2.09
C -3.34 -2.33 3.14
C -3.91 -2.87 4.23
C -3.83 -4.31 4.66
C -2.63 -4.71 5.61
C -1.00 1.30 3.77
H -0.54 -4.83 5.73
H 0.12 -4.11 3.48
H -2.63 -5.16 2.63
H -1.23 -4.65 1.63
H -1.76 -2.21 1.76
H -3.14 -3.19 1.19
H -3.65 -1.30 2.87
H -4.65 -2.18 4.72
H -3.97 -5.06 3.87
H -4.71 -4.53 5.27
H -2.55 -3.98 6.45
H -2.82 -5.73 6.02
H -0.68 1.00 4.79
H -1.84 0.64 3.54
H -1.24 2.37 3.81
P 2.60 0.82 -1.63
P 0.19 2.90 -1.82
C 1.19 0.54 -2.78
C 0.20 1.45 -2.86
C 3.97 0.50 -2.85
C 3.83 -0.31 -3.99
C 4.82 -0.36 -4.98
C 6.03 0.30 -4.77
C 6.23 1.06 -3.61
C 5.19 1.18 -2.67
C 2.51 -0.79 -0.67
C 1.45 -0.94 0.25
C 1.36 -2.06 1.06
C 2.29 -3.10 0.90
C 3.33 -2.98 -0.04
C 3.46 -1.82 -0.81
C -0.14 4.09 -3.26
C 0.84 4.24 -4.26
C 0.61 5.07 -5.35
C -0.59 5.75 -5.49
C -1.58 5.60 -4.52
C -1.35 4.78 -3.41
C -1.53 2.73 -1.15
C -1.85 3.55 -0.06
C -3.13 3.49 0.50
C -4.07 2.58 -0.01
C -3.74 1.76 -1.09
C -2.46 1.82 -1.67
H 1.22 -0.35 -3.41
H -0.57 1.33 -3.62
H 2.92 -0.89 -4.14
H 4.65 -0.92 -5.89
H 6.82 0.23 -5.51
H 7.18 1.56 -3.43
H 5.33 1.81 -1.79
H 0.73 -0.10 0.34
H 0.58 -2.12 1.83
H 2.17 -4.01 1.49
H 4.04 -3.80 -0.17
H 4.30 -1.69 -1.49
H 1.77 3.68 -4.19
H 1.38 5.18 -6.11
H -0.77 6.42 -6.33
H -2.54 6.11 -4.61
H -2.15 4.66 -2.67
H -1.11 4.24 0.34
H -3.38 4.14 1.32
H -5.06 2.50 0.46
H -4.47 1.05 -1.49
H -2.23 1.18 -2.52
F 0.27 -0.90 4.48
C 1.32 -0.06 4.16
F 1.53 0.74 5.25
F 2.41 -0.87 4.09
*
```

Output
- Frontier orbital gap (alpha / beta): 4.308 / 3.355 eV
- E_LUMO (alpha / beta): -8.74 / -9.72 eV
- E: -70471.266 eV

Okay, here come the Löwdin numbers, in e, for every atom: number 1, Sn, carries 1.231; number 2, C, carries 0.070; number 3, C, carries 0.091; number 4, C, carries -0.135; number 5, C, carries -0.157; number 6, C, carries -0.112; number 7, C, carries -0.079; number 8, C, carries -0.182; number 9, C, carries -0.108; number 10, C, carries -0.341; number 11, H, carries 0.145; number 12, H, carries 0.141; number 13, H, carries 0.127; number 14, H, carries 0.130; number 15, H, carries 0.114; number 16, H, carries 0.141; number 17, H, carries 0.116; number 18, H, carries 0.130; number 19, H, carries 0.111; number 20, H, carries 0.117; number 21, H, carries 0.165; number 22, H, carries 0.164; number 23, H, carries 0.001; number 24, H, carries -0.023; number 25, H, carries -0.012; number 26, P, carries 1.107; number 27, P, carries 1.135; number 28, C, carries -0.296; number 29, C, carries -0.352; number 30, C, carries -0.387; number 31, C, carries -0.101; number 32, C, carries -0.059; number 33, C, carries -0.056; number 34, C, carries -0.060; number 35, C, carries -0.097; number 36, C, carries -0.339; number 37, C, carries -0.218; number 38, C, carries -0.105; number 39, C, carries -0.056; number 40, C, carries -0.043; number 41, C, carries -0.057; number 42, C, carries -0.327; number 43, C, carries -0.090; number 44, C, carries -0.056; number 45, C, carries -0.045; number 46, C, carries -0.049; number 47, C, carries -0.070; number 48, C, carries -0.403; number 49, C, carries -0.126; number 50, C, carries -0.064; number 51, C, carries -0.054; number 52, C, carries -0.059; number 53, C, carries -0.081; number 54, H, carries 0.077; number 55, H, carries 0.091; number 56, H, carries 0.091; number 57, H, carries 0.117; number 58, H, carries 0.117; number 59, H, carries 0.118; number 60, H, carries 0.106; number 61, H, carries -0.053; number 62, H, carries 0.080; number 63, H, carries 0.108; number 64, H, carries 0.119; number 65, H, carries 0.112; number 66, H, carries 0.108; number 67, H, carries 0.116; number 68, H, carries 0.121; number 69, H, carries 0.118; number 70, H, carries 0.106; number 71, H, carries 0.109; number 72, H, carries 0.117; number 73, H, carries 0.118; number 74, H, carries 0.116; number 75, H, carries 0.097; number 76, F, carries -0.040; number 77, C, carries -0.676; number 78, F, carries 0.033; number 79, F, carries 0.031